(w)
Below is a cluster of 3 separate species, C3H12O3 in total, with properties calculated with ωB97M-V/def2-TZVPD.

Positions of all 18 atoms, in Å:
C: 2.796 0.316 -4.477
O: 3.946 -0.463 -4.001
H: 3.136 0.993 -5.260
H: 2.022 -0.357 -4.845
H: 2.224 0.811 -3.693
H: 4.722 0.081 -3.848
C: 1.973 -2.049 1.924
O: 1.680 -0.674 2.159
H: 1.044 -2.611 2.018
H: 2.254 -2.287 0.898
H: 2.660 -2.621 2.547
H: 0.732 -0.582 2.046
C: -5.056 1.597 2.725
O: -3.844 1.360 1.963
H: -5.334 0.702 3.281
H: -4.935 2.427 3.420
H: -5.916 1.751 2.072
H: -4.103 1.606 1.072

Results
Highest occupied orbital energy: -10.342 eV
Kohn-Sham gap: 11.1 eV
LUMO energy: 0.027 hartree

Löwdin atomic charge list, values in e, 5 entries: atom 1 (C): -0.134, atom 2 (O): -0.138, atom 3 (H): 0.073, atom 4 (H): 0.070, atom 5 (H): 0.066

***

(x)
Below is a cluster of 3 separate species, C3H12O3 in total, with properties calculated with ωB97M-V/def2-TZVPD.

Positions of all 18 atoms, in Å:
C: -0.954 -2.795 0.525
O: -0.936 -1.818 1.553
H: -1.162 -2.387 -0.463
H: -0.100 -3.472 0.510
H: -1.796 -3.476 0.647
H: -0.299 -2.235 2.137
C: 0.150 2.597 -1.416
O: -0.452 1.828 -2.396
H: 0.411 3.595 -1.766
H: -0.323 2.682 -0.438
H: 1.054 2.027 -1.203
H: -1.346 2.147 -2.536
C: 1.103 0.559 0.820
O: 0.827 -0.659 0.250
H: 0.205 0.827 1.377
H: 2.014 0.442 1.407
H: 1.190 1.346 0.071
H: 0.414 -1.209 0.920

Results
Highest occupied orbital energy: -9.539 eV
Kohn-Sham gap: 10.3 eV
LUMO energy: 0.029 hartree

Löwdin atomic charge list, values in e, 5 entries: atom 1 (C): -0.149, atom 2 (O): -0.103, atom 3 (H): 0.095, atom 4 (H): 0.095, atom 5 (H): 0.077

***

(y)
Below is a cluster of 4 separate species, C3H12O3 in total, with properties calculated with ωB97M-V/def2-TZVPD.

Positions of all 18 atoms, in Å:
C: -1.024 -0.725 2.185
C: -0.750 -0.912 0.932
C: 0.238 -1.944 0.445
H: -1.760 0.067 2.403
H: -0.481 -1.398 2.852
H: -1.198 -0.436 0.061
H: 1.260 -1.933 0.819
H: -0.221 -2.856 0.637
H: 0.273 -1.966 -0.606
O: -1.062 2.774 0.127
H: -1.811 2.646 -0.487
H: -1.405 2.477 0.885
O: 0.292 -0.455 -2.341
H: 1.261 -0.464 -2.223
H: 0.337 0.371 -2.950
O: 1.987 0.665 -0.598
H: 1.794 -0.203 -0.144
H: 1.425 1.304 -0.124

Results
Highest occupied orbital energy: -9.940 eV
Kohn-Sham gap: 10.6 eV
LUMO energy: 0.023 hartree

Löwdin atomic charge list, values in e, 5 entries: atom 1 (C): -0.021, atom 2 (C): -0.254, atom 3 (C): -0.119, atom 4 (H): 0.061, atom 5 (H): 0.073

***

It is (y) that is most stable; the runner-up trails by 43.4 kJ/mol.

***

(w)
Below is a cluster of 2 separate species, C2H3NO4S in total, with properties calculated with ωB97M-V/def2-TZVPD.

Positions of all 11 atoms, in Å:
O: -1.281 -1.426 -1.093
S: -1.811 -1.075 0.193
O: -1.402 -1.715 1.385
O: -2.925 -0.202 0.200
C: 1.630 0.080 -0.428
N: 0.559 0.583 0.235
C: -0.111 1.540 0.443
O: -0.761 2.446 0.719
H: 2.099 0.599 -1.323
H: 2.604 0.154 0.230
H: 1.400 -0.982 -0.561

Results
Highest occupied orbital energy: -10.648 eV
Kohn-Sham gap: 10.0 eV
LUMO energy: -0.025 hartree

Löwdin atomic charge list, values in e, 5 entries: atom 1 (O): -0.246, atom 2 (S): 0.646, atom 3 (O): -0.222, atom 4 (O): -0.221, atom 5 (C): -0.140

***

(x)
Below is a cluster of 2 separate species, C2H3NO4S in total, with properties calculated with ωB97M-V/def2-TZVPD.

Positions of all 11 atoms, in Å:
C: 0.735 -0.257 0.653
C: -1.361 2.034 -0.085
N: 1.445 0.202 -0.257
O: -0.678 2.972 0.007
O: -1.452 -1.835 0.323
O: 0.569 -2.292 -0.994
O: -2.181 1.225 -0.056
S: -0.034 -1.993 0.523
H: 0.437 0.305 1.654
H: 1.995 1.107 -0.335
H: 0.524 -1.469 -1.432

Results
Highest occupied orbital energy: -9.637 eV
Kohn-Sham gap: 9.9 eV
LUMO energy: 0.008 hartree

Löwdin atomic charge list, values in e, 5 entries: atom 1 (C): -0.368, atom 2 (C): -0.441, atom 3 (N): 0.051, atom 4 (O): 0.187, atom 5 (O): -0.474

***

It is (x) that is most stable; the runner-up trails by 48.2 kJ/mol.

***

(w)
Below is the molecule C6H14O, with properties calculated with ωB97M-V/def2-TZVPD.

Positions of all 21 atoms, in Å:
C: 1.266 0.690 2.726
C: 0.890 0.971 1.275
C: 0.947 -0.276 0.393
C: 0.581 0.016 -1.064
C: 0.031 -1.164 -1.882
O: -1.320 -0.952 -2.251
C: -2.240 -1.316 -1.252
H: 1.127 1.575 3.355
H: 2.313 0.379 2.812
H: 0.647 -0.114 3.141
H: -0.130 1.379 1.230
H: 1.546 1.749 0.862
H: 1.950 -0.722 0.450
H: 0.261 -1.029 0.805
H: 1.446 0.455 -1.573
H: -0.203 0.778 -1.104
H: 0.573 -1.274 -2.825
H: 0.134 -2.114 -1.331
H: -2.431 -2.403 -1.263
H: -3.177 -0.789 -1.457
H: -1.904 -1.036 -0.241

Results
Highest occupied orbital energy: -9.630 eV
Kohn-Sham gap: 10.7 eV
LUMO energy: 0.041 hartree

Löwdin atomic charge list, values in e, 5 entries: atom 1 (C): -0.123, atom 2 (C): -0.283, atom 3 (C): -0.240, atom 4 (C): -0.182, atom 5 (C): -0.232

***

(x)
Below is the molecule C6H14O, with properties calculated with ωB97M-V/def2-TZVPD.

Positions of all 21 atoms, in Å:
C: -1.334 0.912 2.080
C: 0.171 1.124 1.739
C: 0.321 1.484 0.266
C: -0.231 0.435 -0.762
C: 0.462 -0.933 -0.645
C: 0.889 -1.682 -1.893
O: 0.107 -2.888 -1.927
H: -1.820 1.668 1.459
H: -1.641 -0.120 1.835
H: -1.793 1.143 3.077
H: 0.659 0.239 2.145
H: 0.384 2.017 2.359
H: -0.096 2.446 -0.044
H: 1.372 1.457 -0.002
H: -1.308 0.479 -0.653
H: 0.008 0.950 -1.704
H: 1.213 -0.752 0.148
H: -0.214 -1.615 -0.111
H: 1.928 -2.006 -1.787
H: 0.812 -1.049 -2.789
H: 0.110 -3.308 -2.789

Results
Highest occupied orbital energy: -10.221 eV
Kohn-Sham gap: 11.2 eV
LUMO energy: 0.038 hartree

Löwdin atomic charge list, values in e, 5 entries: atom 1 (C): -0.128, atom 2 (C): -0.258, atom 3 (C): -0.234, atom 4 (C): -0.209, atom 5 (C): -0.182

***

(y)
Below is a structure of composition C6H14O, with properties calculated with ωB97M-V/def2-TZVPD.

Positions of all 21 atoms, in Å:
C: -1.476 -0.803 -1.007
C: -1.112 -0.284 0.387
C: -2.274 0.521 0.976
C: 0.154 0.590 0.392
C: 1.499 -0.078 0.319
C: 2.647 0.604 0.176
O: 1.437 -1.421 0.345
H: -2.318 -1.506 -0.948
H: -0.631 -1.307 -1.485
H: -1.780 0.024 -1.662
H: -0.929 -1.147 1.039
H: -3.193 -0.076 1.001
H: -2.477 1.414 0.371
H: -2.057 0.850 1.999
H: 0.217 1.133 1.340
H: 0.090 1.346 -0.405
H: 1.541 -0.140 -1.995
H: 3.603 0.090 0.123
H: 2.649 1.679 0.287
H: 2.071 0.281 -1.527
H: 2.337 -1.769 0.274

Results
Highest occupied orbital energy: -8.372 eV
Kohn-Sham gap: 9.3 eV
LUMO energy: 0.032 hartree

Löwdin atomic charge list, values in e, 5 entries: atom 1 (C): -0.080, atom 2 (C): -0.429, atom 3 (C): -0.089, atom 4 (C): -0.128, atom 5 (C): -0.522

***

It is (w) that is most stable; the runner-up trails by 50.8 kJ/mol.

***

(w)
Below is a structure of composition C6H14O, with properties calculated with ωB97M-V/def2-TZVPD.

Positions of all 21 atoms, in Å:
C: -2.901 -0.451 0.981
C: -2.249 0.252 -0.636
C: -0.847 0.805 -0.450
C: 0.403 0.018 -0.833
C: 1.527 0.236 0.188
C: 2.790 -0.538 -0.147
O: 3.752 -0.275 0.859
H: -3.905 -0.755 0.694
H: -2.990 0.249 1.848
H: -2.366 -1.347 1.376
H: -2.292 -0.637 -1.249
H: -2.989 1.018 -0.825
H: -0.721 1.895 -0.380
H: -1.380 0.373 0.497
H: 0.804 0.236 -1.841
H: 0.139 -1.048 -0.851
H: 1.785 1.302 0.249
H: 1.183 -0.060 1.187
H: 2.560 -1.615 -0.203
H: 3.161 -0.229 -1.139
H: 4.555 -0.761 0.640

Results
Highest occupied orbital energy: -8.324 eV
Kohn-Sham gap: 9.4 eV
LUMO energy: 0.038 hartree

Löwdin atomic charge list, values in e, 5 entries: atom 1 (C): -0.077, atom 2 (C): -0.159, atom 3 (C): -0.233, atom 4 (C): -0.223, atom 5 (C): -0.212

***

(x)
Below is the molecule C6H14O, with properties calculated with ωB97M-V/def2-TZVPD.

Positions of all 21 atoms, in Å:
C: 1.594 -1.521 2.256
C: 0.786 -0.239 1.588
C: -0.066 -0.613 0.359
C: -0.997 -1.817 0.213
C: -0.672 0.564 -0.508
C: 0.107 1.448 -1.615
O: -0.876 2.217 -2.318
H: 1.771 -2.233 1.468
H: 0.923 -1.850 3.057
H: 2.499 -1.121 2.843
H: 0.338 0.198 2.485
H: 1.626 0.439 1.302
H: 0.674 -1.198 -0.420
H: -1.945 -1.489 0.607
H: -0.679 -2.642 0.883
H: -1.142 -2.175 -0.856
H: -1.186 1.173 0.185
H: -1.372 0.051 -1.198
H: 0.890 2.160 -1.061
H: 0.824 0.814 -2.108
H: -0.730 3.210 -2.401

Results
Highest occupied orbital energy: -9.889 eV
Kohn-Sham gap: 10.8 eV
LUMO energy: 0.033 hartree

Löwdin atomic charge list, values in e, 5 entries: atom 1 (C): -0.096, atom 2 (C): -0.198, atom 3 (C): -0.389, atom 4 (C): -0.123, atom 5 (C): -0.143

***

(y)
Below is a structure of composition C6H14O, with properties calculated with ωB97M-V/def2-TZVPD.

Positions of all 21 atoms, in Å:
C: -2.963 0.697 -0.299
C: -1.741 -0.087 0.171
C: -0.739 -0.354 -0.954
C: 0.458 -1.173 -0.508
C: 1.738 -0.964 -1.069
O: 2.422 -0.153 0.468
C: 2.578 1.247 0.402
H: -3.670 0.873 0.519
H: -3.496 0.158 -1.091
H: -2.670 1.674 -0.704
H: -1.233 0.456 0.980
H: -2.059 -1.046 0.602
H: -1.268 -0.856 -1.780
H: -0.395 0.610 -1.359
H: 0.240 -2.191 -0.182
H: 1.251 -0.529 0.517
H: 2.475 -1.761 -1.105
H: 1.907 -0.151 -1.776
H: 3.496 1.496 -0.144
H: 2.659 1.662 1.414
H: 1.725 1.731 -0.105

Results
Highest occupied orbital energy: -8.120 eV
Kohn-Sham gap: 9.2 eV
LUMO energy: 0.038 hartree

Löwdin atomic charge list, values in e, 5 entries: atom 1 (C): -0.125, atom 2 (C): -0.285, atom 3 (C): -0.248, atom 4 (C): -0.244, atom 5 (C): -0.019

***

It is (x) that is most stable; the runner-up trails by 92.4 kJ/mol.

***

(w)
Below is the molecule C6H14O, with properties calculated with ωB97M-V/def2-TZVPD.

Positions of all 21 atoms, in Å:
C: -2.198 -0.198 -1.235
C: -1.073 -0.427 -0.224
C: -1.573 -0.228 1.209
C: 0.154 0.470 -0.458
C: 1.465 -0.221 -0.075
C: 2.597 0.784 0.088
O: 1.257 -0.944 1.134
H: -3.062 -0.824 -0.983
H: -1.888 -0.455 -2.256
H: -2.535 0.846 -1.237
H: -0.739 -1.468 -0.330
H: -2.313 -0.985 1.490
H: -2.036 0.763 1.311
H: -0.734 -0.288 1.904
H: 0.046 1.397 0.125
H: 0.240 0.774 -1.510
H: 1.711 -0.936 -0.879
H: 2.453 1.329 1.028
H: 2.598 1.507 -0.734
H: 3.579 0.296 0.114
H: 2.111 -1.242 1.466

Results
Highest occupied orbital energy: -10.227 eV
Kohn-Sham gap: 11.2 eV
LUMO energy: 0.034 hartree

Löwdin atomic charge list, values in e, 5 entries: atom 1 (C): -0.088, atom 2 (C): -0.434, atom 3 (C): -0.084, atom 4 (C): -0.148, atom 5 (C): -0.446

***

(x)
Below is the molecule C6H14O, with properties calculated with ωB97M-V/def2-TZVPD.

Positions of all 21 atoms, in Å:
C: 2.435 -1.281 -0.737
O: 1.456 -0.960 0.215
C: 0.953 0.358 0.131
C: -0.576 0.344 0.197
C: -1.065 1.789 0.301
C: -1.139 -0.297 -1.076
C: -1.021 -0.457 1.423
H: 3.253 -0.544 -0.755
H: 2.008 -1.351 -1.751
H: 2.844 -2.255 -0.456
H: 1.274 0.845 -0.804
H: 1.363 0.948 0.967
H: -0.705 2.265 1.220
H: -2.161 1.823 0.309
H: -0.718 2.386 -0.553
H: -0.734 -1.305 -1.221
H: -0.896 0.305 -1.961
H: -2.231 -0.376 -1.013
H: -0.670 -1.491 1.354
H: -2.115 -0.463 1.499
H: -0.617 -0.022 2.346

Results
Highest occupied orbital energy: -9.648 eV
Kohn-Sham gap: 10.6 eV
LUMO energy: 0.034 hartree

Löwdin atomic charge list, values in e, 5 entries: atom 1 (C): -0.116, atom 2 (O): -0.198, atom 3 (C): -0.209, atom 4 (C): -0.605, atom 5 (C): -0.063

***

It is (w) that is most stable; the runner-up trails by 33.8 kJ/mol.

***

(w)
Below is a structure of composition C6H14O, with properties calculated with ωB97M-V/def2-TZVPD.

Positions of all 21 atoms, in Å:
C: -3.387 0.019 -0.769
C: -2.248 -0.332 0.184
C: -0.874 -0.128 -0.452
C: 0.276 -0.449 0.511
C: 1.615 -0.317 -0.136
O: 2.557 0.292 0.518
C: 3.759 0.557 0.041
H: -4.364 -0.118 -0.295
H: -3.360 -0.611 -1.666
H: -3.317 1.063 -1.096
H: -2.317 0.283 1.092
H: -2.346 -1.375 0.515
H: -0.794 -0.758 -1.349
H: -0.773 0.909 -0.798
H: 0.130 -1.470 0.900
H: 0.236 0.222 1.377
H: 1.909 -0.961 -0.964
H: 1.974 1.178 -1.520
H: 4.175 -0.130 -0.691
H: 4.397 1.076 0.744
H: 2.718 1.419 -1.401

Results
Highest occupied orbital energy (alpha / beta): -7.287 / -7.292 eV
Kohn-Sham gap (alpha / beta): 8.2 / 8.2 eV
LUMO energy (alpha / beta): 0.034 / 0.034 hartree

Löwdin atomic charge list, values in e, 5 entries: atom 1 (C): -0.122, atom 2 (C): -0.283, atom 3 (C): -0.238, atom 4 (C): -0.181, atom 5 (C): -0.219

***

(x)
Below is the molecule C6H14O, with properties calculated with ωB97M-V/def2-TZVPD.

Positions of all 21 atoms, in Å:
C: -2.434 0.049 -0.530
C: -1.510 -0.228 0.639
C: -0.598 0.943 0.977
C: 0.271 1.428 -0.174
C: 1.033 0.343 -0.928
C: 1.937 -0.535 -0.029
O: 1.396 -1.845 0.204
H: -1.945 0.001 -1.499
H: -2.869 1.040 -0.466
H: -3.233 -0.689 -0.622
H: -2.065 -0.520 1.535
H: -0.910 -1.126 0.467
H: 0.055 0.691 1.812
H: -1.249 1.744 1.329
H: 0.951 2.171 0.232
H: -0.351 2.005 -0.869
H: 1.726 0.851 -1.606
H: 0.323 -0.310 -1.429
H: 2.859 -0.684 -0.574
H: 2.146 -0.080 0.939
H: 1.704 -2.420 -0.516

Results
Highest occupied orbital energy: -10.097 eV
Kohn-Sham gap: 11.1 eV
LUMO energy: 0.036 hartree

Löwdin atomic charge list, values in e, 5 entries: atom 1 (C): -0.110, atom 2 (C): -0.269, atom 3 (C): -0.227, atom 4 (C): -0.228, atom 5 (C): -0.176

***

(y)
Below is the molecule C6H14O, with properties calculated with ωB97M-V/def2-TZVPD.

Positions of all 21 atoms, in Å:
C: -2.422 -0.975 -0.828
C: -2.337 -0.120 0.438
C: -1.234 0.954 0.346
C: 0.128 0.531 0.940
C: 1.244 0.364 -0.081
O: 2.353 -0.198 0.581
C: 3.468 -0.350 -0.255
H: -3.151 -1.787 -0.727
H: -1.452 -1.421 -1.083
H: -2.731 -0.357 -1.680
H: -3.316 0.348 0.614
H: -2.147 -0.758 1.313
H: -1.103 1.215 -0.713
H: -1.573 1.874 0.835
H: 0.030 -0.426 1.466
H: 0.468 1.256 1.689
H: 0.920 -0.291 -0.910
H: 1.521 1.335 -0.530
H: 3.249 -1.006 -1.113
H: 4.264 -0.805 0.341
H: 3.822 0.618 -0.641

Results
Highest occupied orbital energy: -9.826 eV
Kohn-Sham gap: 10.9 eV
LUMO energy: 0.041 hartree

Löwdin atomic charge list, values in e, 5 entries: atom 1 (C): -0.120, atom 2 (C): -0.267, atom 3 (C): -0.209, atom 4 (C): -0.175, atom 5 (C): -0.264

***

It is (x) that is most stable; the runner-up trails by 22.9 kJ/mol.